(1)
A 2-piece molecular cluster, C2N2OS3 overall in a non-equilibrium geometry, computed with the ωB97M-V functional and the def2-TZVPD basis.

Element x y z (Å)
1 C 1.664 0.532 0.424
2 C -1.427 0.975 -0.432
3 N 2.062 1.169 1.285
4 N -0.499 1.278 -1.044
5 O -0.777 -2.470 -0.422
6 S 1.471 -0.551 -0.764
7 S -2.566 0.661 0.601
8 S 0.072 -1.594 0.353

Cartesian forces (eV/Å) of the 2 atoms listed first:
C 0.869 0.492 0.911
C -0.045 0.335 0.266

orbital gap (spin up / spin down) = 5.6 / 8.3 eV
HOMO (spin up / spin down) = -9.312 / -10.339 eV

(2)
C3H7F2NO5S2 as an isolated structure in a non-equilibrium geometry, computed with the ωB97M-V functional and the def2-TZVPD basis.

Element x y z (Å)
1 C 2.540 0.162 0.598
2 C 1.226 -1.504 -0.725
3 C -2.879 -1.364 0.081
4 N 1.217 -0.209 -0.012
5 O 1.098 2.043 -1.246
6 O -0.844 0.721 -1.267
7 O -0.887 2.719 0.919
8 O -0.052 1.604 0.916
9 O -2.880 1.163 0.564
10 F -2.754 -1.612 1.377
11 F -3.305 -2.444 -0.609
12 S -2.932 0.176 -0.504
13 S 0.371 1.121 -0.517
14 H 3.360 0.008 -0.013
15 H 2.363 1.187 0.907
16 H 2.620 -0.466 1.395
17 H 2.016 -1.580 -1.336
18 H 1.321 -2.260 -0.044
19 H 0.184 -1.767 -1.197
20 H -1.783 2.305 0.713

Cartesian forces (eV/Å) of the 2 atoms listed first:
C -3.462 1.415 -0.709
C -5.367 1.626 0.288

orbital gap = 9.4 eV
HOMO = -9.427 eV

(3)
One molecule with the formula C6H10O in a non-equilibrium geometry, computed with the ωB97M-V functional and the def2-TZVPD basis.

Element x y z (Å)
1 O -1.968 -0.669 1.161
2 C -0.876 -0.843 0.417
3 C 0.422 -0.343 1.035
4 C 1.273 0.597 0.165
5 C 0.484 1.800 -0.360
6 C 0.076 -1.544 -1.667
7 C -1.054 -1.436 -0.826
8 H -1.754 -0.203 1.981
9 H -0.480 1.482 -0.767
10 H 1.025 -1.226 1.277
11 H 0.180 0.158 1.988
12 H 1.640 -0.019 -0.662
13 H 2.133 0.938 0.760
14 H 0.306 2.567 0.407
15 H 1.038 2.254 -1.188
16 H -0.336 -1.843 -2.654
17 H -2.110 -1.671 -1.066

Cartesian forces (eV/Å) of the 2 atoms listed first:
O 0.068 0.049 -0.031
C 0.233 0.051 0.043

orbital gap = 7.8 eV
HOMO = -7.855 eV

(4)
One molecule with the formula C5H10O, computed with the ωB97M-V functional and the def2-TZVPD basis.

Element x y z (Å)
1 C 0.527 1.445 0.780
2 C -0.319 0.187 0.677
3 C -1.302 0.152 -0.522
4 C -0.467 -0.973 -1.177
5 C 0.407 -1.059 0.081
6 O 1.769 -0.930 -0.257
7 H 1.303 1.351 1.551
8 H 1.021 1.667 -0.172
9 H -0.096 2.305 1.050
10 H -0.796 -0.016 1.643
11 H -2.319 -0.147 -0.255
12 H -1.356 1.086 -1.092
13 H -1.000 -1.884 -1.462
14 H 0.139 -0.633 -2.021
15 H 0.236 -1.967 0.679
16 H 2.253 -0.582 0.497

Cartesian forces (eV/Å) of the 2 atoms listed first:
C 0.033 0.056 0.001
C 0.028 0.073 0.088

SMILES = C[C@H]1CC[C@H]1O
orbital gap = 10.8 eV
HOMO = -9.816 eV

(5)
A 2-piece molecular cluster, C2H6N2O3 overall in a non-equilibrium geometry, computed with the ωB97M-V functional and the def2-TZVPD basis.

Element x y z (Å)
1 N -0.283 -1.886 -0.725
2 C -1.392 1.014 1.119
3 O -0.384 -0.510 -0.574
4 N -1.143 -0.184 0.878
5 H 0.035 -2.276 0.163
6 H -1.207 -2.247 -0.952
7 H -0.921 1.850 0.609
8 H -2.030 1.202 1.978
9 C 1.471 0.326 -0.168
10 O 1.212 1.488 -0.831
11 O 1.518 0.319 1.052
12 H 1.108 1.328 -1.778
13 H 2.016 -0.423 -0.771

Cartesian forces (eV/Å) of the 2 atoms listed first:
N -0.069 0.490 0.292
C 0.986 0.495 -0.538

SMILES = C=NON.O=CO
orbital gap = 10.6 eV
HOMO = -9.843 eV

(6)
A 2-piece molecular cluster, C8H10ClN2O2 overall in a non-equilibrium geometry, computed with the ωB97M-V functional and the def2-TZVPD basis.

Element x y z (Å)
1 C -1.126 -1.201 1.100
2 C -0.703 -0.151 0.334
3 C 0.012 -1.897 1.678
4 C 1.125 -0.983 1.297
5 C 0.095 -2.997 2.402
6 C 2.425 -1.117 1.444
7 C -1.700 0.623 -0.452
8 C -1.247 1.759 -1.270
9 N -2.151 2.389 -1.910
10 N 0.028 2.071 -1.247
11 O -2.902 0.455 -0.257
12 O 0.637 0.031 0.463
13 Cl 2.468 1.151 -2.642
14 H -2.166 -1.448 1.134
15 H 1.113 -3.280 2.675
16 H -0.707 -3.645 2.667
17 H 3.333 -0.604 1.213
18 H 2.482 -1.890 2.168
19 H -1.893 3.147 -2.624
20 H -3.135 2.181 -1.674
21 H 0.480 2.639 -1.965
22 H 0.627 1.447 -0.637
23 H 2.907 1.320 -3.897

Cartesian forces (eV/Å) of the 2 atoms listed first:
C -0.322 0.365 -1.082
C -1.696 -1.766 1.199

total charge = +1
orbital gap (spin up / spin down) = 6.4 / 6.4 eV
HOMO (spin up / spin down) = -11.640 / -11.641 eV

ΔE to the lowest compared entry with this formula, charge and spin: 16.7; 14.8; 77.3; 21.9; 139.5; 0.0 (kcal/mol)